{"formula": "C26H24AsNO8PtS", "method": "ωB97M-V/def2-TZVPD", "elements": ["Pt", "C", "C", "C", "C", "C", "H", "H", "H", "H", "H", "O", "As", "O", "O", "C", "C", "C", "C", "C", "C", "S", "O", "O", "O", "H", "H", "H", "H", "H", "C", "C", "C", "C", "C", "C", "N", "C", "C", "C", "C", "C", "C", "C", "O", "O", "C", "C", "H", "H", "H", "H", "H", "H", "H", "H", "H", "H", "H", "H", "H", "H"], "xyz": [[-0.034, 0.220, -0.035], [0.347, -1.931, 2.027], [1.723, -1.860, 1.952], [2.082, -1.780, 0.599], [0.887, -1.819, -0.217], [-0.211, -1.887, 0.672], [-0.241, -2.027, 2.928], [2.403, -1.832, 2.789], [3.085, -1.713, 0.205], [0.894, -2.061, -1.268], [-1.200, -2.245, 0.427], [0.143, 4.797, -0.862], [0.031, 3.098, -1.505], [-0.719, 3.341, -2.914], [-0.797, 2.347, -0.215], [1.911, 2.647, -1.241], [2.668, 3.435, -0.382], [3.969, 3.058, -0.085], [4.522, 1.913, -0.640], [3.771, 1.118, -1.493], [2.465, 1.487, -1.774], [1.476, 0.478, -2.881], [2.016, -0.861, -2.834], [1.490, 1.146, -4.145], [0.115, 0.550, -2.219], [-0.252, 5.314, -1.578], [2.242, 4.337, 0.035], [4.557, 3.663, 0.597], [5.545, 1.639, -0.414], [4.168, 0.218, -1.947], [-5.458, 5.442, 4.048], [-4.432, 5.404, 2.945], [-4.613, 6.184, 1.807], [-3.747, 6.098, 0.724], [-2.674, 5.237, 0.773], [-2.433, 4.513, 1.941], [-1.293, 3.691, 1.979], [-0.369, 3.732, 2.969], [-0.262, 4.835, 3.849], [0.729, 4.864, 4.799], [1.639, 3.807, 4.910], [1.546, 2.714, 4.051], [0.553, 2.668, 3.100], [0.391, 1.503, 2.189], [1.370, 1.181, 1.464], [-0.720, 0.936, 2.122], [-3.321, 4.562, 3.034], [-3.130, 3.689, 4.249], [-6.205, 6.207, 3.846], [-5.004, 5.648, 5.019], [-5.975, 4.483, 4.122], [-5.462, 6.856, 1.758], [-3.923, 6.702, -0.156], [-1.991, 5.131, -0.056], [-1.140, 3.033, 1.165], [-0.945, 5.667, 3.733], [0.818, 5.722, 5.451], [2.427, 3.840, 5.651], [2.243, 1.888, 4.118], [-2.514, 2.818, 4.031], [-4.091, 3.336, 4.619], [-2.651, 4.244, 5.060]], "forces_ev_per_a": [[-0.79, 0.50, -0.11], [0.06, -0.18, 0.17], [-0.08, -0.05, -0.08], [0.20, -0.14, 0.12], [-0.22, -0.01, 0.23], [0.36, -0.16, -0.04], [-0.02, 0.11, -0.04], [-0.02, 0.02, -0.04], [-0.03, 0.06, -0.03], [-0.05, 0.13, -0.04], [-0.07, 0.11, -0.07], [-0.13, -0.38, 0.12], [0.19, 1.37, 0.13], [-0.05, -0.18, -0.24], [0.29, -0.89, 0.08], [-0.21, -0.27, -0.11], [-0.04, -0.01, -0.17], [0.13, 0.03, 0.10], [0.05, -0.04, -0.03], [-0.13, 0.07, -0.01], [-0.24, -0.08, -0.15], [0.74, -0.08, -0.18], [-0.01, 0.08, 0.12], [-0.20, -0.04, -0.04], [0.14, 0.07, 0.32], [0.13, -0.04, -0.03], [0.01, -0.03, 0.01], [-0.01, 0.00, -0.06], [-0.03, 0.01, 0.03], [0.02, 0.02, 0.06], [0.08, 0.02, -0.04], [-0.07, 0.04, -0.03], [0.06, -0.04, -0.02], [-0.16, 0.07, 0.04], [0.10, -0.13, -0.11], [-0.22, 0.08, 0.19], [-0.08, 0.30, 0.63], [-0.20, 0.17, 0.05], [-0.11, 0.10, -0.08], [0.08, -0.05, 0.05], [-0.07, -0.01, -0.10], [0.02, 0.07, 0.00], [0.07, -0.13, -0.04], [0.37, -0.31, -0.06], [-0.02, -0.04, -0.14], [-0.20, -0.09, 0.09], [0.23, -0.11, 0.07], [-0.03, 0.05, -0.07], [0.01, 0.01, 0.03], [-0.03, 0.00, -0.01], [-0.01, 0.02, 0.04], [-0.01, -0.03, 0.01], [0.03, -0.05, -0.01], [0.08, 0.01, 0.00], [0.14, 0.08, -0.55], [0.05, -0.01, -0.03], [0.00, -0.01, 0.00], [-0.04, 0.02, 0.01], [0.00, 0.04, 0.01], [-0.03, -0.01, 0.02], [0.01, -0.01, -0.01], [-0.05, -0.04, 0.03]], "lumo_ev": [-0.04, -3.46], "multiplicity": 5, "charge": 0}